Molecular formula: C31H50F30N8O21S10
Method: DFT, wB97M-V/def2-TZVPD

XYZ file:
```
150
Properties=species:S:1:pos:R:3
C 2.5413 -5.5593 -2.5117
N 2.2686 -5.4421 -0.9988
C 3.0363 -6.5584 -0.2842
C 2.8569 -4.1326 -0.4340
C 0.6890 -5.3497 -0.7755
C 0.3140 -5.2903 0.7172
O 0.5620 -4.1351 1.3954
H 3.5567 -5.9099 -2.6967
H 2.4372 -4.5647 -2.9454
H 1.7336 -6.1873 -2.8876
H 4.1150 -6.4030 -0.3017
H 2.7448 -7.5762 -0.5433
H 2.7205 -6.5986 0.7583
H 2.3767 -3.1919 -0.7032
H 3.8608 -3.9225 -0.8031
H 2.9463 -4.2417 0.6468
H 0.2458 -6.2692 -1.1578
H 0.1877 -4.6444 -1.4384
H 0.7759 -6.1430 1.2149
H -0.7596 -5.3060 0.9052
H 0.3197 -4.3022 2.3092
C -0.7120 0.8014 -5.0803
C -1.2252 1.9927 -5.8606
C -2.0495 2.9080 -4.9976
N -2.9223 3.9008 -5.7634
C -2.1413 4.5856 -6.9375
C -3.5471 4.9372 -4.8001
C -4.7682 4.4246 -4.1994
C -5.1643 3.1827 -5.0809
C -4.1884 3.1994 -6.2468
H -0.0545 0.1879 -5.6962
H -1.5210 0.1980 -4.6685
H -0.0673 1.1378 -4.2684
H -1.6471 1.6676 -6.8116
H -0.3408 2.4716 -6.2809
H -1.3982 3.5535 -4.4084
H -2.7611 2.3037 -4.4349
H -2.6835 5.4848 -7.2302
H -1.8683 3.9077 -7.7462
H -1.2922 4.8806 -6.3211
H -3.6672 5.9010 -5.2948
H -2.8653 5.2145 -3.9962
H -5.5727 5.1562 -4.1242
H -4.6481 4.0544 -3.1813
H -6.1738 3.3272 -5.4659
H -5.1214 2.2601 -4.5021
H -4.6776 3.7859 -7.0245
H -3.9284 2.2123 -6.6290
C 2.5518 0.6963 3.6765
C 1.2954 0.8088 2.8659
C 1.0286 -0.2441 1.6657
N -0.3743 -0.3311 0.9901
C -1.3061 -1.0525 1.9681
C -0.8229 1.0620 0.4368
C -0.3843 1.1031 -1.0108
C 0.1853 -0.2282 -1.3820
C -0.3268 -1.1341 -0.2708
H 2.7312 -0.2445 4.1969
H 2.5940 1.4352 4.4767
H 3.4454 0.8021 3.0613
H 1.0815 1.7989 2.4633
H 0.5659 0.5272 3.6253
H 1.2577 -1.2507 2.0156
H 1.7290 0.0421 0.8810
H -1.1601 -0.6844 2.9836
H -1.3092 -2.1414 1.9189
H -2.2834 -0.7213 1.6170
H -1.9080 1.1349 0.5100
H -0.4294 1.7596 1.1761
H -1.3150 1.3550 -1.5193
H 0.2600 1.9189 -1.3385
H -0.1639 -0.5451 -2.3647
H 1.2750 -0.2150 -1.3600
H -1.3570 -1.4327 -0.4646
H 0.2965 -2.0276 -0.2358
C -2.4614 8.3007 -0.3240
F -1.3810 8.9411 -0.7473
F -2.4446 8.3340 1.0521
F -3.5992 8.6522 -0.6754
S -2.4361 6.4582 -0.9185
O -3.2003 6.3870 -2.1925
O -1.0775 5.9923 -0.8672
N -3.4588 5.7654 0.3130
S -2.9765 4.2939 0.3644
O -2.4203 3.6020 -0.8666
O -2.1133 4.1885 1.5526
C -4.5712 3.2845 0.9602
F -5.7392 3.6833 0.3189
F -4.4357 1.9476 0.7140
F -4.7972 3.3914 2.2114
C 2.3004 -2.9845 4.6037
F 2.5995 -2.8168 3.3051
F 3.3191 -2.6838 5.3349
F 1.3202 -2.0978 4.9087
S 1.7360 -4.7546 4.9070
O 2.7188 -5.6855 4.4232
O 1.5787 -4.8445 6.3446
N 0.2911 -4.8509 3.8419
S -0.5862 -5.9024 4.5059
O -1.3577 -6.6224 3.5291
O -0.0718 -6.8060 5.5863
C -1.9472 -4.6952 5.4232
F -2.2181 -3.7009 4.6033
F -3.1288 -5.2962 5.5904
F -1.4106 -4.2227 6.5331
C 5.0812 -0.0509 -0.4847
F 6.2873 -0.7426 -0.4154
F 4.3854 -0.4449 -1.5292
F 4.2904 -0.3963 0.5832
S 5.2301 1.9240 -0.4627
O 4.3696 2.4762 0.5978
O 6.6788 2.2034 -0.2746
N 5.0082 2.2867 -2.1608
S 3.5064 2.5997 -2.2256
O 2.6201 1.5717 -1.6494
O 3.2107 4.0255 -1.9825
C 3.1586 2.3332 -4.2187
F 1.8567 2.4490 -4.5253
F 3.8074 3.2629 -4.9418
F 3.6287 1.1755 -4.6109
C -5.0013 -4.8846 0.7502
F -4.7382 -4.6961 2.0951
F -5.5748 -6.1033 0.4092
F -5.8900 -3.9560 0.5284
S -3.3788 -4.6018 -0.3557
O -2.7824 -3.3944 0.2344
O -2.6267 -5.8820 -0.2796
N -3.9910 -4.4828 -1.9947
S -2.9108 -3.8755 -2.7597
O -2.7915 -2.4448 -2.5507
O -1.6098 -4.5890 -2.7748
C -3.7040 -4.1184 -4.5955
F -3.3927 -5.3271 -5.0129
F -5.0895 -4.1053 -4.4680
F -3.2148 -3.1905 -5.4457
C 5.3440 0.9703 7.2554
F 4.6093 0.1544 8.0151
F 6.4728 0.4383 7.1868
F 4.7685 1.2612 6.1499
S 5.5021 2.5474 8.3313
O 5.5881 1.9110 9.6638
O 6.7241 3.2050 7.9281
N 4.0621 3.4513 8.0814
S 4.2975 4.5356 6.9840
O 4.5249 5.8600 7.5918
O 5.1671 4.1521 5.8401
C 2.4973 4.7595 6.2221
F 2.1544 3.6221 5.4605
F 1.5463 5.0183 7.1322
F 2.6083 5.7328 5.3463
```

Its expectation value of S² is 0.76. Its spin multiplicity is 2. The LUMO energy (alpha / beta) is 0.935 / -4.142 eV. As for the charge: -1. For the HOMO-LUMO gap (alpha / beta), the calculation gives 8.411 / 3.335 eV.

Molecular formula: C6H11FO
Method: DFT, wB97M-V/def2-TZVPD

XYZ file:
```
19
Properties=species:S:1:pos:R:3
C -0.7261 1.0588 -1.7756
C -1.0334 -0.3596 -1.2936
O 0.1445 -1.1495 -1.0867
C 0.8339 -0.8814 0.0553
C 2.1152 -0.5204 0.0276
F 2.9006 -0.4353 -1.1015
C 0.1448 -0.8422 1.3771
C -0.4464 0.5291 1.8348
H -1.6795 1.4580 -2.0794
H -0.2582 1.6703 -1.0427
H -0.0698 1.0727 -2.7115
H -1.5547 -0.8852 -2.1610
H -1.6531 -0.3951 -0.3738
H 2.6269 -0.1882 0.9615
H -0.5986 -1.6718 1.3338
H 0.9750 -1.0731 2.0461
H 0.3844 1.2553 1.8904
H -1.2324 0.9891 1.2166
H -0.8730 0.3685 2.8827
```

Its spin multiplicity is 1. The LUMO energy is 0.976 eV. As for the charge: 0. For the HOMO-LUMO gap, the calculation gives 9.765 eV. As for the SMILES: CCO/C(=C\F)CC.

Number 1: molecular weight 1761.39 g/mol, maximum force 7.56 eV/A. Number 2: molecular weight 118.15 g/mol, maximum force 1.88 eV/A.